Density functional theory data (wB97M-V/def2-TZVPD) for 3 unconnected molecules or ions with the total composition C2H7N2OS in a non-equilibrium geometry.

The geometry in XYZ format:
```
13
Properties=species:S:1:pos:R:3:forces:R:3:lowdin_charge:R:1
C 0.592 -2.656 -0.029 1.00 1.78 -0.49 -0.27
C -0.546 -3.229 0.189 -0.04 0.57 0.94 0.03
N 0.404 0.689 -1.045 -1.06 0.45 -0.22 -0.50
N -0.170 2.720 0.718 2.48 2.50 -2.92 0.27
O 1.532 -2.012 -0.325 -0.55 -0.79 0.53 0.11
S -0.424 0.553 -2.377 1.02 -0.20 1.23 0.76
H -0.641 -4.072 -0.442 -0.84 -0.99 -0.27 0.07
H -1.199 -2.863 0.997 0.36 -0.63 -0.63 0.09
H 0.813 -0.161 -0.617 -0.02 -0.06 -0.88 -0.03
H 0.076 1.956 -0.032 -0.78 -0.48 0.03 0.05
H -1.065 3.043 0.981 -1.85 0.44 -0.90 0.12
H 0.463 3.541 0.400 -1.58 -1.23 0.67 0.20
H 0.164 2.491 1.583 1.84 -1.37 2.90 0.09
```
Forces are in eV/Å.

2S+1   1
Frontier orbital gap (alpha / beta)   6.8890 / 6.8741 eV
LUMO energy (alpha / beta)   -5.680 / -5.697 eV
Total charge   +1
ΔE to the lowest compared entry with this formula, charge and spin   285.4 kJ/mol
M   107.16 u